[1]
C2H5N3S in the gas phase at a distorted geometry. Source: the Open Molecules 2025 dataset; level of theory: the ωB97M-V functional and the def2-TZVPD basis.

Energy above the lowest of the compared OMol25 structures with the same formula, charge and spin in kJ/mol: 301.46
Kohn-Sham gap in Ha: 0.335
E_tot in eV: -17457.988
E_HOMO in eV: -8.45

```
! RIJCOSX wB97M-V def2-TZVPD def2/J DEFGRID3
* xyz 0 1
C -1.278 -0.249 -0.437
C -0.022 -0.232 0.337
N 0.955 -1.170 -0.326
N 2.074 -0.624 -0.566
S 2.266 0.851 -0.192
N 0.607 1.083 0.419
H -1.975 -0.890 0.008
H -1.183 -0.514 -1.521
H -1.657 0.686 -0.355
H -0.226 -0.503 1.349
H 0.438 1.562 1.285
*
```

Atomic partial charges in e from the Löwdin method, atoms 1 to 2:
1 C -0.0616
2 C -0.4932

[2]
C2H5N3S2 in the gas phase at a distorted geometry. Source: the Open Molecules 2025 dataset; level of theory: the ωB97M-V functional and the def2-TZVPD basis.

Energy above the lowest of the compared OMol25 structures with the same formula, charge and spin in kJ/mol: 349.01
Kohn-Sham gap in Ha: 0.336
E_tot in eV: -28293.050
E_HOMO in eV: -8.44

```
! RIJCOSX wB97M-V def2-TZVPD def2/J DEFGRID3
* xyz 0 1
N 1.537 0.858 0.125
N 0.408 -0.006 0.609
N 0.497 -1.384 0.426
C -0.614 -1.921 0.269
S -2.009 -0.853 0.295
C -0.927 0.580 0.287
S -1.036 1.336 -1.609
H 1.692 0.699 -0.863
H 2.336 0.387 0.636
H -0.749 -2.938 0.174
H -1.335 1.346 1.049
H 0.200 1.896 -1.399
*
```

Atomic partial charges in e from the Löwdin method, atoms 1 to 2:
1 N 0.0324
2 N -0.2881

[3]
C2H5N3S2 in the gas phase at a distorted geometry. Source: the Open Molecules 2025 dataset; level of theory: the ωB97M-V functional and the def2-TZVPD basis.

Energy above the lowest of the compared OMol25 structures with the same formula, charge and spin in kJ/mol: 270.67
Kohn-Sham gap in Ha: 0.326
E_tot in eV: -28293.862
E_HOMO in eV: -8.75

```
! RIJCOSX wB97M-V def2-TZVPD def2/J DEFGRID3
* xyz 0 1
N 0.045 2.700 -1.713
N -0.422 1.434 -1.302
C 0.279 0.792 -0.456
N -0.262 -0.431 0.076
S -1.736 -1.054 -0.595
C 0.361 -1.076 1.120
S 1.825 -0.744 1.810
H -0.283 2.789 -2.698
H 1.046 2.775 -1.702
H 1.257 1.087 -0.059
H -2.537 -0.249 0.075
H -0.279 -1.858 1.542
*
```

Atomic partial charges in e from the Löwdin method, atoms 1 to 2:
1 N -0.0073
2 N -0.0636